Below is a 2-piece molecular cluster, C2H7O2 overall at a distorted geometry, with properties calculated with ωB97M-V with the def2-TZVPD basis set.

Last column: natural (NBO) charge in e.
CARTESIAN COORDINATES (ANGSTROEM)
1 O 0.6797 1.3014 -1.5528  -0.944
2 H 0.7938 1.1699 -2.5019  0.518
3 H 1.2866 -0.4281 1.1661  0.256
4 H 0.9626 2.2068 -1.3853  0.537
5 C 0.3406 -0.6317 1.6600  -0.755
6 C -0.7719 -0.7083 0.7079  0.564
7 O -0.6929 -0.3875 -0.4802  -0.524
8 H 0.0785 0.1691 2.3496  0.294
9 H 0.4402 -1.5038 2.3094  0.293
10 H -1.6869 -1.2214 1.0112  0.207
11 H 0.0986 0.1123 -1.0152  0.553

## Properties
Energy above the lowest of the compared OMol25 structures with the same formula, charge and spin   33.8 kJ/mol
Charge   +1
Highest occupied orbital energy   -17.53 eV
LUMO energy   -5.01 eV
F_max   0.035 hartree/bohr
Kohn-Sham gap   12.5242 eV